Entry 1
Molecular formula: CH5NO2S
Method: DFT, the ωB97M-V functional and the def2-TZVPD basis

**E_HOMO**: -8.766 eV

Geometry (Å):
C 0.574 -1.112 0.360
N -0.372 1.306 -0.439
O -2.102 -0.258 0.628
O 1.654 -0.674 -0.364
S -1.151 -0.255 -0.469
H 0.464 -2.186 0.253
H 0.543 -0.779 1.397
H -0.492 1.801 -1.314
H -0.753 1.861 0.316
H 1.635 0.296 -0.368



Entry 2
Molecular formula: CH5NO2S
Method: DFT, the ωB97M-V functional and the def2-TZVPD basis

**E_HOMO**: -10.473 eV

Geometry (Å):
C -1.144 -0.626 -1.141
N -1.663 0.973 2.166
O -0.195 1.677 0.356
O -1.203 -0.735 0.063
S -0.293 0.956 1.594
H 4.492 -1.608 -1.066
H -2.064 -0.262 -1.818
H -0.127 -0.704 -1.472
H -2.561 1.349 1.946
H 4.758 -1.020 -0.628



Which structure loses on stability? entry 2 does.



Entry 1
Molecular formula: C4H11N2O
Method: DFT, the ωB97M-V functional and the def2-TZVPD basis

**Net charge**: +1
**Multiplicity**: 3
**E_HOMO (alpha / beta)**: -9.000 / -14.764 eV

Geometry (Å):
C -0.891 -1.288 -0.569
C 0.707 -2.932 -1.421
C -0.322 1.525 0.314
C -0.355 3.742 1.005
N -0.101 -2.277 -0.432
N 0.156 0.319 0.090
O 0.403 2.572 0.585
H -1.647 -0.935 0.190
H -1.040 -0.767 -1.525
H 0.656 -2.394 -2.350
H 1.622 -3.245 -1.100
H -1.456 1.748 0.114
H 0.258 4.650 0.918
H -0.627 3.434 2.098
H -1.403 3.720 0.510
H -0.119 -2.607 0.548
H 0.164 -3.847 -1.517
H 1.075 0.080 0.157



Entry 2
Molecular formula: C4H11N2O
Method: DFT, the ωB97M-V functional and the def2-TZVPD basis

**Net charge**: +1
**Multiplicity**: 3
**E_HOMO (alpha / beta)**: -11.224 / -14.405 eV

Geometry (Å):
C 3.218 0.514 -0.081
C -2.151 -1.848 0.168
C 1.737 0.454 -0.598
C -1.835 -0.483 0.421
N -1.703 1.731 -0.335
N 0.739 0.211 0.180
O -2.047 0.397 -0.500
H 3.340 1.140 0.747
H 4.056 0.599 -0.728
H 3.351 -0.536 0.356
H -2.910 -2.275 0.778
H -1.365 -2.449 0.362
H -2.474 -2.155 -0.789
H 1.601 0.716 -1.695
H -1.612 -0.248 1.418
H -2.108 2.300 -1.071
H -0.926 1.826 0.288
H 1.088 0.106 1.078



Which structure loses on stability? entry 2 does.



Entry 1
Molecular formula: C4H11N2O
Method: DFT, the ωB97M-V functional and the def2-TZVPD basis

**Net charge**: +1
**Multiplicity**: 3
**E_HOMO (alpha / beta)**: -10.496 / -15.727 eV

Geometry (Å):
C 2.888 -0.126 -0.086
C -0.758 -1.032 0.844
C -1.622 0.808 -0.649
C 0.683 0.497 -0.402
N 1.767 -0.422 -0.622
N -0.591 -0.273 -0.411
O 0.680 1.257 0.711
H 3.796 -0.635 -0.220
H 2.981 0.905 0.293
H -0.803 -0.375 1.806
H -1.517 -1.746 0.644
H 0.200 -1.505 0.886
H -1.363 1.740 -0.073
H -1.534 1.100 -1.644
H -2.662 0.578 -0.543
H 0.559 1.189 -1.175
H -0.609 -0.863 -1.357
H 1.082 0.692 1.442



Entry 2
Molecular formula: C4H11N2O
Method: DFT, the ωB97M-V functional and the def2-TZVPD basis

**Net charge**: +1
**Multiplicity**: 3
**E_HOMO (alpha / beta)**: -10.402 / -14.636 eV

Geometry (Å):
C -2.952 2.320 -0.284
C 0.252 -1.201 -1.967
C 1.919 -0.384 2.118
C 0.247 -0.398 0.367
N -0.366 -0.689 -0.809
N 1.434 -0.794 0.832
O -2.110 1.484 -0.017
H -3.054 3.191 0.327
H -0.088 -2.215 -2.219
H 0.093 -0.553 -2.792
H 1.400 -0.982 -1.897
H 2.145 0.695 1.917
H 1.194 -0.548 2.922
H 2.888 -0.863 2.491
H -0.385 0.239 0.998
H -3.386 2.219 -1.217
H -1.203 -0.122 -1.066
H 1.972 -1.398 0.295



Which structure loses on stability? entry 1 does.



Entry 1
Molecular formula: C3H4N2O
Method: DFT, the ωB97M-V functional and the def2-TZVPD basis

**E_HOMO**: -9.385 eV

Geometry (Å):
C -1.565 0.885 3.054
C -2.839 1.922 1.101
C -2.316 1.134 1.978
N -1.000 0.658 4.028
N 0.541 -0.520 -0.291
O -2.279 0.888 0.414
H 0.103 -0.917 -1.014
H -3.369 2.800 0.679
H 1.255 0.138 -0.487
H -0.137 0.028 0.263



Entry 2
Molecular formula: C3H4N2O
Method: DFT, the ωB97M-V functional and the def2-TZVPD basis

**E_HOMO**: -8.735 eV

Geometry (Å):
O -0.438 -1.462 -1.403
C -0.034 -0.558 -0.470
C -0.391 0.763 -0.361
N 0.166 1.200 0.803
N 0.861 0.252 1.436
C 0.785 -0.816 0.653
H -1.202 -1.076 -1.851
H -0.932 1.412 -1.034
H -0.142 2.004 1.325
H 1.328 -1.719 0.902



Which structure loses on stability? entry 1 does.



Entry 1
Molecular formula: C3H4N2O
Method: DFT, the ωB97M-V functional and the def2-TZVPD basis

**E_HOMO**: -9.544 eV

Geometry (Å):
N 1.513 0.083 -0.143
C 0.794 -1.083 -0.225
C 0.231 -2.143 -0.124
O -3.396 1.589 0.521
N -2.206 1.559 0.331
C -1.069 1.491 0.119
H 2.029 0.329 -0.983
H 2.177 -0.051 0.608
H -0.072 -3.166 -0.128
H -0.001 1.392 0.024



Entry 2
Molecular formula: C3H4N2O
Method: DFT, the ωB97M-V functional and the def2-TZVPD basis

**E_HOMO**: -8.852 eV

Geometry (Å):
O 0.036 1.659 1.427
C -0.180 0.483 0.814
C -0.709 -0.693 0.687
C -0.058 -1.281 -1.125
N 0.700 -0.352 -1.456
N 1.001 0.661 -0.701
H -0.419 1.782 2.272
H -1.326 -1.502 1.056
H -0.022 -2.256 -1.663
H 0.978 1.498 -1.312



Entry 3
Molecular formula: C3H4N2O
Method: DFT, the ωB97M-V functional and the def2-TZVPD basis

**E_HOMO**: -9.303 eV

Geometry (Å):
N 1.429 -0.183 0.006
C 0.055 0.124 -0.065
C -0.469 1.437 0.160
N -0.821 0.733 1.139
C -0.852 -0.945 -0.543
O -0.498 -2.096 -0.629
H 1.600 -1.184 -0.014
H 1.942 0.273 0.752
H -0.476 2.486 -0.101
H -1.910 -0.645 -0.704



Which structure loses on stability? entry 2 does.